No. 1
Entry from OMol25: a structure of composition C23H35SSn (ωB97M-V/def2-TZVPD).

```
! RIJCOSX wB97M-V def2-TZVPD def2/J DEFGRID3
* xyz 1 1
C 1.531 -2.754 0.128
C 2.448 -2.000 -0.664
C 1.903 -1.879 -1.969
C 0.625 -2.508 -1.977
C 0.386 -3.033 -0.677
Sn 0.189 0.122 0.648
C -2.600 2.237 -0.285
C -2.306 1.859 0.992
H -2.296 2.621 1.782
C -1.965 0.490 1.376
H -2.524 -0.316 0.879
H -1.831 0.292 2.444
C -2.961 3.657 -0.591
H -2.589 4.344 0.176
H -2.542 3.961 -1.556
H -4.054 3.771 -0.662
C -2.774 1.258 -1.402
H -2.067 0.424 -1.379
H -3.786 0.823 -1.396
H -2.641 1.763 -2.365
C 3.725 -1.409 -0.212
H 3.712 -1.188 0.864
H 4.563 -2.096 -0.406
H 3.935 -0.477 -0.755
C 2.556 -1.144 -3.073
H 2.546 -0.059 -2.891
H 3.608 -1.442 -3.162
H 2.054 -1.334 -4.026
C -0.302 -2.607 -3.125
H -0.239 -1.725 -3.776
H -0.066 -3.490 -3.740
H -1.339 -2.717 -2.783
C -0.847 -3.719 -0.227
H -1.722 -3.369 -0.791
H -0.770 -4.806 -0.380
H -1.031 -3.550 0.843
C 1.753 -3.185 1.526
H 0.815 -3.509 1.994
H 2.446 -4.042 1.549
H 2.200 -2.384 2.132
C 0.467 1.731 -0.887
C 0.336 3.063 -0.568
C 0.503 1.358 -2.232
C 0.268 4.041 -1.570
H 0.287 3.329 0.493
C 0.518 2.322 -3.250
H 0.463 0.296 -2.495
C 0.363 3.674 -2.918
H 0.132 5.080 -1.272
H 0.625 1.995 -4.288
H 0.309 4.433 -3.696
C 2.139 2.367 2.371
S 1.715 0.650 2.797
C 0.370 0.934 4.002
H 2.404 2.426 1.313
H 3.024 2.610 2.970
H 1.328 3.066 2.609
H -0.019 -0.053 4.275
H 0.810 1.410 4.888
H -0.432 1.560 3.594
*
```

Values from the calculation:
- Gap between HOMO and LUMO (spin up / spin down): 4.58 / 4.61 eV
- ΔE to the lowest compared entry with this formula, charge and spin: 0.000 eV
- LUMO energy (spin up / spin down): -0.18164 / -0.18220 Ha
- Electronic energy: -1509.5177 hartree
- HOMO (spin up / spin down): -9.5 / -9.6 eV



No. 2
Entry from OMol25: a structure of composition C30H19F5N4O4S2Sn (ωB97M-V/def2-TZVPD).

```
! RIJCOSX wB97M-V def2-TZVPD def2/J DEFGRID3
* xyz 0 1
Sn 0.938 0.142 0.269
O 2.328 0.295 1.844
C 2.050 0.418 3.133
C 2.807 -0.314 4.064
C 2.661 -0.116 5.418
C 1.729 0.808 5.901
C 0.958 1.506 5.004
C 1.084 1.313 3.618
C 0.224 2.060 2.756
N 0.144 1.953 1.479
N -0.723 2.763 0.830
C -0.773 2.545 -0.448
O -0.200 1.545 -1.025
C -1.599 3.465 -1.267
C -2.595 4.247 -0.693
C -3.381 5.061 -1.492
C -3.166 5.109 -2.864
C -2.167 4.336 -3.438
C -1.388 3.511 -2.642
H 3.529 -1.016 3.668
H 3.272 -0.677 6.114
H 1.615 0.966 6.964
H 0.220 2.215 5.363
H -0.397 2.828 3.216
H -2.745 4.196 0.377
H -4.167 5.657 -1.047
H -3.775 5.755 -3.484
H -1.998 4.375 -4.507
H -0.602 2.901 -3.069
O -2.393 -4.561 -0.058
C -2.225 -4.358 1.270
C -2.705 -5.294 2.185
C -2.560 -5.108 3.547
C -1.931 -3.970 4.027
C -1.450 -3.038 3.128
C -1.577 -3.206 1.747
C -1.007 -2.142 0.886
O -0.502 -1.101 1.466
N -1.014 -2.315 -0.398
N -0.452 -1.299 -1.081
C -0.569 -1.283 -2.356
S -1.426 -2.580 -3.171
C -1.308 -1.821 -4.817
C -0.013 -1.039 -4.868
S 0.026 0.002 -3.381
H -2.837 -5.404 -0.195
H -3.197 -6.183 1.804
H -2.941 -5.857 4.229
H -1.814 -3.817 5.091
H -0.952 -2.143 3.475
H -2.165 -1.160 -4.950
H -1.341 -2.620 -5.555
H 0.033 -0.382 -5.736
H 0.857 -1.695 -4.857
F 2.593 2.702 -1.125
C 3.082 1.558 -1.615
C 2.546 0.351 -1.233
C 3.061 -0.799 -1.784
F 2.525 -1.988 -1.457
C 4.107 -0.773 -2.686
F 4.595 -1.897 -3.212
C 4.647 0.452 -3.045
F 5.657 0.503 -3.909
C 4.127 1.623 -2.519
F 4.641 2.796 -2.888
*
```

Values from the calculation:
- Gap between HOMO and LUMO: 7.52 eV
- ΔE to the lowest compared entry with this formula, charge and spin: 0.770 eV
- LUMO energy: -0.01823 Ha
- Electronic energy: -3184.5958 hartree
- HOMO: -8.0 eV



No. 3
Entry from OMol25: a structure of composition C15H23N6O5SY (ωB97M-V/def2-TZVPD).

```
! RIJCOSX wB97M-V def2-TZVPD def2/J DEFGRID3
* xyz 2 1
Y 0.148 0.196 0.181
O -3.187 0.326 3.261
C -2.192 0.074 2.444
O -1.778 0.874 1.612
C -1.583 -1.281 2.598
C -1.915 -2.224 3.545
C -1.213 -3.434 3.509
C -0.249 -3.656 2.542
C 0.009 -2.641 1.623
N -0.635 -1.487 1.682
C 1.011 -2.760 0.485
O 1.463 -3.831 0.192
O 1.236 -1.603 -0.110
H -3.528 1.220 3.077
H -2.685 -2.039 4.279
H -1.436 -4.202 4.239
H 0.302 -4.583 2.465
C 3.669 4.346 2.409
N 2.602 3.353 2.564
C 1.883 3.272 3.835
C 2.211 2.554 1.558
N 1.260 1.663 1.655
N 2.907 2.728 0.373
C 2.747 2.094 -0.848
N 3.769 2.334 -1.689
N 1.706 1.378 -1.131
H 3.835 4.820 3.370
H 3.400 5.124 1.693
H 4.609 3.864 2.132
H 2.346 3.956 4.537
H 1.954 2.270 4.264
H 0.837 3.558 3.711
H 0.875 1.675 2.592
H 3.647 3.406 0.403
H 4.633 2.742 -1.378
H 3.740 1.995 -2.635
H 1.821 0.974 -2.058
O -1.194 -0.144 -1.541
S -0.883 -0.429 -3.035
C -2.425 -0.164 -3.925
C -3.113 -1.524 -4.043
C -1.989 -2.531 -4.264
C -0.943 -2.228 -3.191
H -2.135 0.240 -4.897
H -2.956 0.609 -3.370
H -3.835 -1.514 -4.857
H -3.655 -1.746 -3.122
H -1.558 -2.416 -5.260
H -2.319 -3.564 -4.176
H 0.062 -2.603 -3.371
H -1.274 -2.556 -2.203
*
```

Values from the calculation:
- Gap between HOMO and LUMO: 9.09 eV
- ΔE to the lowest compared entry with this formula, charge and spin: 0.032 eV
- LUMO energy: -0.22126 Ha
- Electronic energy: -1726.4254 hartree
- HOMO: -15.1 eV



Which formula does entry 1 have?
C23H35SSn



The lowest electronic energy belongs to which entry?
C30H19F5N4O4S2Sn



Which of these has the lowest ΔE to the lowest compared entry with this formula, charge and spin?
C23H35SSn



Which of these has the highest electronic energy?
C23H35SSn